# 1
This record from OMol25 describes 2 unconnected molecules or ions with the total composition C22H26BrIO6S. The level of theory is ωB97M-V/def2-TZVPD.

XYZ file:
```
57
Properties=species:S:1:pos:R:3:forces:R:3
C -3.975 -0.871 1.983 0.703 -0.049 -0.165
C -3.891 -1.291 0.507 -0.124 0.000 -0.187
C -3.410 -0.168 -0.453 0.044 -0.227 0.399
I -4.778 0.095 -2.087 0.001 0.089 -0.007
C -1.989 -0.348 -0.917 -0.028 0.149 -0.227
C -1.568 -0.609 -2.154 -0.086 0.121 0.093
C -0.121 -0.745 -2.456 0.011 -0.016 0.206
O 0.268 -1.517 -3.299 -0.017 0.035 -0.204
C 0.791 0.120 -1.632 0.092 0.058 0.019
C 1.987 0.660 -2.126 -0.124 -0.003 0.084
C 2.471 0.378 -3.534 0.332 -0.459 0.294
C 3.983 0.573 -3.739 -0.316 0.391 -0.268
C 4.339 1.911 -4.385 -0.011 -0.351 0.126
Br 4.658 -0.871 -4.883 0.027 -0.017 0.005
C 2.699 1.483 -1.262 -0.077 0.065 -0.019
C 2.274 1.751 0.032 0.074 -0.131 -0.091
C 1.108 1.193 0.541 0.083 0.036 0.044
C 0.630 1.461 1.960 -0.169 0.039 -0.540
C 1.372 2.527 2.716 -0.025 -0.091 0.733
O 1.825 2.388 3.805 0.220 0.071 -0.228
O 1.495 3.749 2.046 -0.271 -0.129 -0.275
C 0.307 4.403 1.780 0.036 0.275 -0.065
C 0.288 5.076 0.436 0.328 -0.295 0.038
O -0.585 4.424 2.571 -0.121 -0.250 0.007
C 0.370 0.377 -0.322 0.009 0.097 -0.067
C -0.914 -0.245 0.129 -0.034 -0.113 -0.229
O -1.069 -0.662 1.253 -0.070 0.105 0.159
H -3.495 0.099 2.126 -0.240 0.115 0.076
H -3.379 -1.575 2.561 -0.359 0.107 0.110
H -4.998 -0.847 2.349 -0.022 0.079 0.012
H -4.868 -1.639 0.180 0.020 -0.020 -0.061
H -3.212 -2.135 0.380 -0.027 -0.049 0.145
H -3.456 0.776 0.090 -0.081 0.078 -0.151
H -2.256 -0.746 -2.978 0.030 -0.150 -0.020
H 1.912 0.977 -4.256 -0.003 0.038 -0.029
H 2.245 -0.660 -3.751 -0.150 0.051 -0.028
H 4.506 0.449 -2.795 0.139 -0.171 -0.067
H 5.311 1.864 -4.869 0.090 0.128 0.140
H 4.347 2.689 -3.619 -0.040 0.130 -0.112
H 3.599 2.154 -5.146 0.013 0.093 -0.018
H 3.609 1.950 -1.612 0.029 0.026 0.080
H 2.874 2.411 0.642 0.020 0.001 0.027
H 0.628 0.539 2.532 0.108 0.096 0.183
H -0.414 1.790 1.916 0.004 -0.048 0.102
H 0.373 6.152 0.570 -0.079 0.028 -0.048
H -0.657 4.833 -0.045 -0.072 0.167 0.053
H 1.103 4.707 -0.182 0.032 0.124 -0.014
C -0.264 -4.052 3.357 0.078 -0.009 0.068
S -1.597 -4.298 2.182 0.000 0.073 -0.093
O -2.772 -3.550 2.706 0.093 -0.311 0.047
C -1.877 -6.033 2.553 0.012 -0.076 0.058
H 0.023 -3.004 3.308 -0.033 0.011 -0.033
H -0.615 -4.295 4.360 -0.037 0.004 -0.014
H 0.583 -4.680 3.081 0.003 0.009 -0.013
H -2.119 -6.144 3.610 -0.007 0.037 0.001
H -0.986 -6.606 2.298 -0.001 0.005 -0.016
H -2.714 -6.368 1.945 -0.004 0.032 -0.017
```
Forces are in eV/Å.

As for the HOMO-LUMO gap: 8.08 eV.

---

# 2
This record from OMol25 describes a molecular structure, C22H26BrN5OPd. The level of theory is ωB97M-V/def2-TZVPD.

XYZ file:
```
56
Properties=species:S:1:pos:R:3:forces:R:3
Pd -0.053 -0.002 -0.447 -0.365 0.437 -0.780
Br 5.325 5.343 -0.201 -0.007 -0.026 -0.009
C 4.323 3.731 -0.398 0.068 -0.011 0.022
C 4.980 2.508 -0.476 -0.069 -0.087 -0.030
C 4.243 1.352 -0.619 -0.042 0.012 0.027
C 2.816 1.326 -0.639 -0.054 0.023 -0.056
O 2.203 0.202 -0.751 -0.072 0.070 0.191
C 2.178 2.616 -0.566 -0.024 -0.007 -0.004
C 0.728 2.808 -0.711 0.090 0.049 -0.042
N -0.173 2.161 -0.055 -0.044 0.127 0.243
C -1.500 2.571 -0.115 0.047 -0.082 -0.048
C -1.867 3.905 -0.124 -0.039 0.051 -0.004
C -3.215 4.294 -0.202 0.123 0.023 0.019
C -4.213 3.364 -0.291 -0.026 -0.048 -0.019
C -3.887 1.990 -0.252 0.063 -0.041 0.012
C -4.866 0.976 -0.372 -0.101 0.090 -0.001
C -4.497 -0.333 -0.315 0.045 -0.116 0.019
C -3.143 -0.645 -0.085 -0.131 -0.135 0.023
N -2.197 0.260 0.014 0.509 0.231 -0.244
C -2.535 1.581 -0.118 -0.107 -0.036 0.041
C 2.950 3.780 -0.468 -0.133 -0.086 -0.057
H 6.062 2.469 -0.439 -0.012 -0.003 -0.002
H 4.743 0.394 -0.712 -0.003 0.045 0.015
H 0.407 3.551 -1.452 0.025 0.028 0.015
H -1.088 4.655 -0.071 -0.032 0.011 -0.010
H -3.459 5.349 -0.217 0.030 -0.009 -0.005
H -5.250 3.661 -0.402 0.045 -0.028 0.014
H -5.905 1.259 -0.509 0.044 -0.004 0.001
H -5.226 -1.128 -0.407 0.031 0.003 0.009
H -2.841 -1.676 0.068 -0.013 -0.003 -0.027
H 2.448 4.742 -0.433 0.004 -0.036 -0.007
N -0.168 -4.341 4.207 0.047 0.064 -0.032
C 0.303 -3.310 3.187 0.022 0.029 0.003
C 1.114 -2.243 3.885 0.010 0.019 0.074
C 1.390 -1.142 2.841 0.004 -0.063 -0.100
N 0.113 -0.562 2.439 0.133 0.049 -0.191
C 2.134 -1.754 1.649 -0.035 -0.011 -0.039
C 1.448 -2.967 1.001 -0.101 0.124 -0.057
N 0.335 -2.577 0.146 0.271 -0.370 0.328
C 1.083 -4.004 2.095 0.039 -0.059 -0.013
H -0.738 -3.899 4.926 -0.049 0.037 0.063
H 0.639 -4.769 4.659 0.073 -0.049 0.041
H -0.710 -5.077 3.759 -0.056 -0.059 -0.048
H -0.600 -2.844 2.793 -0.083 -0.037 -0.009
H 2.060 -2.662 4.257 -0.082 0.038 -0.004
H 0.559 -1.816 4.730 0.027 -0.040 -0.043
H 2.059 -0.413 3.307 0.065 0.079 0.006
H 0.189 -0.118 1.476 -0.089 -0.300 0.778
H -0.171 0.180 3.070 0.035 0.000 -0.004
H 3.128 -2.065 1.995 -0.056 -0.013 0.011
H 2.277 -0.999 0.870 0.031 0.034 -0.026
H 2.183 -3.446 0.356 0.038 0.012 -0.080
H -0.441 -2.146 0.631 -0.015 0.067 0.022
H 0.027 -3.298 -0.491 -0.001 -0.036 0.022
H 2.008 -4.426 2.518 -0.089 0.022 -0.025
H 0.505 -4.819 1.644 0.010 0.022 0.022
```
Forces are in eV/Å.

As for the HOMO-LUMO gap (alpha / beta): 3.05 / 3.02 eV.

---

# 3
This record from OMol25 describes a molecular structure, C22H26CeClOP2. The level of theory is ωB97M-V/def2-TZVPD.

XYZ file:
```
53
Properties=species:S:1:pos:R:3:forces:R:3
Ce 1.474 0.712 1.413 3.643 -2.312 0.382
Cl 3.760 0.832 0.297 -1.988 0.042 0.862
C 0.310 2.029 -0.084 -3.685 4.832 -5.750
O -0.173 2.714 -0.902 2.404 -3.370 4.159
P -0.162 -0.684 -0.608 -0.514 -2.280 -2.414
C -1.938 -1.106 -0.709 -0.803 0.935 0.944
C 0.317 -0.383 -2.343 0.194 0.639 0.625
C 0.683 -2.284 -0.244 0.030 0.695 0.589
C 1.607 -0.705 -2.801 0.607 0.041 -0.103
C 1.990 -0.393 -4.106 0.047 -0.176 0.204
C 1.110 0.289 -4.952 0.023 -0.080 0.223
C -0.164 0.633 -4.491 -0.331 -0.006 0.400
C -0.566 0.298 -3.196 -0.124 0.247 -0.293
H 2.313 -1.216 -2.139 -0.189 0.189 -0.290
H 2.982 -0.681 -4.465 -0.343 0.115 0.159
H 1.417 0.558 -5.963 -0.088 -0.092 0.285
H -0.854 1.174 -5.134 0.129 -0.178 0.076
H -1.570 0.550 -2.848 0.236 -0.033 -0.191
C -2.905 -0.147 -0.345 -0.071 -0.296 0.001
C -4.267 -0.460 -0.403 0.179 0.034 -0.042
C -4.679 -1.725 -0.834 0.134 0.074 -0.014
C -3.728 -2.679 -1.201 0.219 0.142 0.023
C -2.367 -2.377 -1.122 0.351 -0.264 -0.007
H -2.594 0.842 -0.004 -0.148 -0.110 -0.076
H -5.011 0.281 -0.104 0.248 -0.195 -0.118
H -5.742 -1.974 -0.882 0.370 0.133 0.047
H -4.037 -3.673 -1.538 0.134 0.408 0.133
H -1.630 -3.139 -1.376 -0.404 0.158 0.060
C 0.779 -3.290 -1.223 0.279 0.081 -0.101
C 1.433 -4.491 -0.935 -0.277 0.452 0.124
C 2.033 -4.671 0.315 -0.076 0.079 -0.222
C 1.930 -3.683 1.292 0.105 0.285 0.567
C 1.226 -2.500 1.038 0.197 -0.324 -0.439
H 0.339 -3.131 -2.211 0.265 -0.063 0.328
H 1.463 -5.273 -1.693 0.058 0.171 0.221
H 2.575 -5.594 0.515 -0.119 0.251 0.078
H 2.398 -3.831 2.268 -0.222 -0.042 -0.307
H 1.039 -1.796 1.878 -0.025 -0.394 -0.152
H -1.018 0.702 1.944 -0.039 -0.451 0.565
H -0.856 0.288 2.576 -0.241 0.366 -0.475
C 2.196 3.623 4.310 0.895 -0.819 -0.056
P 1.048 3.139 2.965 -0.679 2.060 1.321
C -0.498 3.056 3.952 -0.226 -0.699 -0.374
C 0.878 4.743 2.103 0.125 -0.316 -0.779
H 2.270 2.817 5.052 -0.016 0.216 -0.094
H 1.840 4.535 4.812 -0.126 -0.270 -0.337
H 3.202 3.800 3.914 -0.167 0.052 0.107
H -0.584 3.951 4.587 0.083 -0.284 -0.302
H -1.368 2.971 3.287 0.099 0.154 0.277
H -0.467 2.160 4.588 -0.099 0.289 0.015
H 0.810 5.565 2.833 -0.038 -0.405 -0.191
H 1.760 4.893 1.467 -0.154 0.160 0.151
H -0.006 4.729 1.452 0.140 0.160 0.200
```
Forces are in eV/Å.

As for the net charge: +3. As for the HOMO-LUMO gap (alpha / beta): 4.26 / 4.26 eV.

---

# 4
This record from OMol25 describes a molecular structure, C22H26Cl2HfN2O2SSeSi. The level of theory is ωB97M-V/def2-TZVPD.

XYZ file:
```
58
Properties=species:S:1:pos:R:3:forces:R:3
Hf 0.068 -0.149 -0.046 0.619 -0.235 0.607
C -5.212 1.593 2.097 -0.008 0.022 -0.287
Si -5.315 0.859 0.364 -0.205 0.022 -0.022
C -5.078 2.102 -1.030 0.034 -0.067 0.294
C -7.027 0.104 0.107 0.230 -0.006 0.113
C -4.036 -0.544 0.223 0.077 -0.027 0.031
C -4.402 -1.850 -0.049 -0.056 0.132 -0.029
C -3.457 -2.872 -0.182 -0.041 -0.039 0.044
C -2.134 -2.559 -0.023 0.017 -0.220 0.046
N -1.733 -1.313 0.275 -1.097 -0.233 -0.065
C -2.649 -0.317 0.382 -0.261 -0.116 0.087
S -1.959 1.243 0.686 -0.324 0.373 0.162
H -6.058 2.258 2.287 -0.007 -0.002 -0.034
H -4.294 2.165 2.230 0.001 -0.007 0.008
H -5.228 0.808 2.856 -0.010 -0.039 -0.041
H -5.821 2.901 -0.968 -0.024 -0.046 0.035
H -5.193 1.612 -1.998 -0.002 -0.045 0.002
H -4.091 2.558 -0.996 0.085 0.031 -0.020
H -7.780 0.880 0.264 0.010 0.007 0.005
H -7.244 -0.708 0.805 -0.007 0.011 0.002
H -7.156 -0.271 -0.910 0.027 -0.022 -0.001
H -5.453 -2.086 -0.177 0.027 -0.030 -0.012
H -3.764 -3.882 -0.408 0.072 -0.019 0.007
H -1.350 -3.301 -0.114 0.025 0.024 -0.030
Se 1.389 -2.012 -1.155 0.653 -0.747 -0.305
C 2.875 -1.100 -0.286 -0.103 -0.224 -0.309
C 3.356 0.098 -0.803 0.136 -0.126 -0.007
C 4.423 0.738 -0.181 0.043 0.041 0.052
C 5.008 0.185 0.945 -0.001 0.093 -0.042
C 4.549 -1.032 1.436 -0.034 -0.140 0.027
C 3.490 -1.677 0.822 0.023 0.034 0.032
H 2.929 0.511 -1.706 -0.062 0.032 0.004
H 4.796 1.671 -0.584 -0.007 -0.003 0.000
H 5.829 0.693 1.435 0.010 -0.016 -0.010
H 5.026 -1.487 2.294 -0.024 0.031 0.022
H 3.133 -2.630 1.190 -0.005 0.028 0.064
C 0.152 -2.274 2.658 0.019 0.158 0.171
C 0.523 -0.833 2.866 0.084 -0.159 0.209
C 0.631 -0.141 4.040 -0.033 -0.091 -0.086
C 1.042 1.182 3.716 0.002 0.073 -0.093
C 1.168 1.246 2.357 0.128 0.130 0.083
C 1.524 2.411 1.483 -0.131 -0.136 0.179
N 0.859 0.004 1.805 0.491 0.242 1.736
H 0.662 -2.896 3.394 0.011 -0.043 -0.046
H 0.445 -2.617 1.664 0.019 -0.079 0.012
H -0.921 -2.438 2.780 -0.004 -0.016 -0.065
H 0.442 -0.532 5.028 0.022 -0.044 -0.020
H 1.219 1.988 4.411 0.029 0.024 -0.044
H 2.025 3.176 2.074 -0.015 0.029 -0.011
H 0.634 2.863 1.033 0.049 0.069 -0.019
H 2.197 2.112 0.681 0.072 0.049 -0.054
Cl 0.422 1.278 -4.660 0.003 0.087 0.003
C -0.579 1.955 -3.353 0.089 -0.205 -0.084
Cl -2.278 2.003 -3.788 -0.020 0.030 0.034
C -0.330 1.055 -2.154 -0.356 0.204 -1.052
O -0.975 0.011 -1.970 -0.505 0.427 -1.036
O 0.604 1.387 -1.352 0.219 0.775 -0.289
H -0.234 2.963 -3.156 0.020 0.003 0.040
```
Forces are in eV/Å.

As for the HOMO-LUMO gap: 7.37 eV.

---

no.,largest force on an atom (eV/A),DFT total energy (eV)
1,0.7,-124498.301
2,1.0,-106253.305
3,8.4,-69282.001
4,1.8,-140727.769